[1]
This record from the OMol25 dataset describes the ion C6H9F3NOS with charge +1 in a non-equilibrium geometry. The level of theory is ωB97M-V/def2-TZVPD.

Atoms and positions in Å:
S 0.74 -0.92 -2.14
F 1.53 2.35 0.17
F 2.71 0.65 -0.38
F 2.18 2.10 -1.87
O -0.59 -1.23 -2.62
N -1.63 -0.02 1.57
C -1.60 -0.45 0.14
C 1.73 1.45 -0.81
C 0.47 0.69 -1.13
C 0.72 -1.50 -0.34
C -0.15 0.19 1.56
C -0.08 -0.29 0.10
H -0.29 1.35 -1.55
H -1.96 -1.47 -0.01
H -2.16 0.21 -0.52
H -1.94 -0.75 2.22
H 0.25 -2.46 -0.19
H 1.74 -1.51 0.05
H 0.38 -0.45 2.26
H 0.13 1.23 1.73
H -2.18 0.82 1.76

- Energy relative to the best compared isomer or geometry (same formula, charge and spin): 33.0 kcal per mole
- HOMO-LUMO gap: 9.362 eV
- Net charge: +1
- Strongest force on any atom: 2.61 eV/Å
- Highest occupied orbital energy: -0.4857 hartree

Mulliken population analysis, charges in e, atoms 1 to 4: number 1, S, carries 0.444; number 2, F, carries -0.267; number 3, F, carries -0.260; number 4, F, carries -0.250

[2]
This record from the OMol25 dataset describes a cluster of 2 separate species, C20H25Br2F8N2O2S in total. The level of theory is ωB97M-V/def2-TZVPD.

Atoms and positions in Å:
Br -3.33 0.53 0.63
Br -2.25 1.26 3.93
S -0.24 -5.51 0.28
F -0.11 0.89 -4.73
F -3.58 3.22 -2.18
F -1.66 4.98 -2.90
F -2.43 1.58 -3.06
F -1.37 0.08 -6.96
F -2.60 1.53 -5.88
F 0.81 1.56 -6.61
F -2.58 3.97 -4.60
O -0.87 2.27 0.59
O -0.50 3.43 -3.93
N 4.04 -1.11 4.35
N -0.59 -0.03 1.28
C 2.14 -0.04 3.36
C 4.39 -1.55 3.15
C 0.17 -2.33 0.70
C 1.29 1.28 0.72
C 2.94 -0.37 4.44
C 0.97 -3.26 1.64
C -2.28 -0.51 3.09
C 0.34 -0.87 0.96
C -2.34 2.81 -2.53
C -1.47 1.38 -6.60
C -1.37 -1.46 3.86
C -1.98 -0.45 1.60
C -0.09 1.40 1.34
C -0.13 3.19 -5.27
C -0.24 1.75 -5.77
C -1.76 3.80 -3.55
C 0.36 -4.66 1.78
C 1.68 -0.19 0.85
C 2.51 -0.50 2.10
C 3.66 -1.27 2.00
H 2.67 -0.02 5.44
H 0.94 3.40 -5.30
H -0.61 3.89 -5.96
H 0.54 -2.47 -0.32
H 1.14 1.50 -0.35
H 2.00 -3.34 1.30
H -1.44 2.78 1.17
H -1.52 -1.33 4.93
H -0.87 -2.63 0.69
H 2.01 1.99 1.11
H -0.45 -4.66 2.51
H -1.71 2.78 -1.64
H -0.18 -4.49 -0.58
H -0.09 1.74 2.37
H -1.53 1.99 -7.50
H -2.10 -1.46 1.21
H 2.24 -0.52 -0.03
H -1.61 -2.50 3.61
H 3.99 -1.64 1.03
H 1.14 -5.32 2.17
H -0.32 -1.26 3.66
H -3.32 -0.83 3.17
H 5.29 -2.15 3.09
H 1.26 0.57 3.52
H 1.01 -2.83 2.64

- HOMO-LUMO gap: 7.926 eV
- Net charge: +1
- Strongest force on any atom: 0.84 eV/Å
- Highest occupied orbital energy: -0.4409 hartree

Mulliken population analysis, charges in e, atoms 1 to 4: number 1, Br, carries 0.052; number 2, Br, carries -0.058; number 3, S, carries -0.166; number 4, F, carries -0.264

[3]
This record from the OMol25 dataset describes a cluster of 12 separate species, C4H31NO11 in total in a non-equilibrium geometry. The level of theory is ωB97M-V/def2-TZVPD.

Atoms and positions in Å:
O -1.77 0.94 -0.71
O 1.50 1.01 3.36
O -1.07 1.16 3.99
O 1.84 3.45 2.29
O -1.79 -1.65 -0.48
O -4.67 2.85 -0.19
O 0.90 0.79 -2.62
O -3.29 0.92 -2.95
O 0.79 1.95 -0.27
O -0.63 -4.33 1.08
O -1.15 3.70 -2.38
N 2.17 -0.76 -0.03
C 1.73 -1.95 0.47
C 1.71 -2.22 1.91
C 1.65 -2.96 -0.42
C 1.99 -2.99 -1.93
H -1.84 4.30 -2.78
H -2.25 -2.08 0.17
H 1.83 -3.97 -2.49
H 1.56 0.09 -3.04
H 1.78 1.80 3.97
H -0.15 2.06 -0.71
H -1.44 1.16 3.07
H 1.42 1.45 2.39
H 0.83 0.77 -1.50
H -4.22 2.15 0.36
H 3.00 -2.68 -2.21
H -0.10 -4.95 0.73
H -0.14 1.00 3.88
H 1.37 -1.23 2.38
H -3.89 3.35 -0.45
H -4.09 1.52 -2.92
H 1.32 -3.98 -0.06
H -0.73 -1.98 -0.36
H 2.43 -2.71 2.59
H 0.87 -2.87 2.21
H -1.50 0.07 -0.43
H 2.58 3.78 1.89
H -0.30 -4.46 1.95
H 2.52 -0.65 -0.95
H 1.39 -2.26 -2.26
H -2.44 0.68 -1.45
H -1.44 2.82 -2.62
H -3.03 1.09 -3.80
H 1.84 0.16 0.33
H 1.41 3.30 1.47
H 1.51 2.36 -0.47

- Energy relative to the best compared isomer or geometry (same formula, charge and spin): 147.6 kcal per mole
- HOMO-LUMO gap: 8.092 eV
- Net charge: 0
- Strongest force on any atom: 10.46 eV/Å
- Highest occupied orbital energy: -0.2945 hartree

Mulliken population analysis, charges in e, atoms 1 to 4: number 1, O, carries -0.597; number 2, O, carries -0.802; number 3, O, carries -0.684; number 4, O, carries -0.589

[4]
This record from the OMol25 dataset describes a cluster of 13 separate species, C6H38N2O12 in total in a non-equilibrium geometry. The level of theory is ωB97M-V/def2-TZVPD.

Atoms and positions in Å:
O -0.62 1.32 -4.01
O -0.37 0.39 3.22
O 3.14 -1.83 -0.01
O 2.47 1.76 3.53
O -1.92 -4.01 -0.48
O -2.54 -0.85 -2.79
O -1.21 4.15 0.98
O -3.60 -1.89 -0.67
O 3.90 0.15 1.39
O -2.43 2.29 2.85
O 1.54 3.80 2.20
O -0.36 -2.61 -2.76
N 1.02 -0.11 -1.21
N 2.63 0.54 -2.88
C 0.18 -1.84 1.35
C -0.02 0.27 -0.08
C -1.12 1.32 -0.45
C -0.34 -2.63 2.32
C 1.81 1.04 -1.79
C -0.60 -1.00 0.38
H -1.18 -2.84 -2.30
H 1.87 3.62 1.26
H 0.34 -3.23 -2.91
H -0.43 1.60 -4.92
H -3.14 -1.42 -1.31
H -1.93 4.69 1.27
H 2.98 -0.46 -2.66
H -3.16 -0.09 -2.94
H 1.90 0.31 -3.62
H -2.72 -3.37 -0.42
H 0.51 0.09 3.51
H 4.89 0.26 1.14
H -0.82 -0.41 3.04
H 0.60 3.97 2.02
H 0.62 0.67 0.79
H -0.77 -1.64 -0.43
H -0.86 2.25 -0.82
H 3.09 1.48 2.87
H 0.00 0.68 -3.69
H -3.08 1.62 2.75
H -1.92 0.95 -1.20
H -1.52 3.29 1.27
H 1.94 2.47 3.42
H -1.65 -0.54 -2.81
H 2.62 -1.28 -0.64
H 1.27 1.96 -2.08
H 0.21 -3.29 2.89
H 2.77 -2.65 0.06
H 3.60 -0.70 1.04
H -1.71 -4.39 0.32
H -4.19 -2.47 -1.15
H -1.57 -0.92 0.81
H -1.61 1.87 3.12
H 0.60 -0.72 -1.99
H -1.39 -2.80 2.73
H 1.23 -1.96 1.11
H 2.62 1.27 -1.01
H -1.56 1.88 0.39

- Energy relative to the best compared isomer or geometry (same formula, charge and spin): 89.6 kcal per mole
- HOMO-LUMO gap: 9.692 eV
- Net charge: 0
- Strongest force on any atom: 5.83 eV/Å
- Highest occupied orbital energy: -0.3540 hartree

Mulliken population analysis, charges in e, atoms 1 to 4: number 1, O, carries -0.589; number 2, O, carries -0.619; number 3, O, carries -0.830; number 4, O, carries -0.606

[5]
This record from the OMol25 dataset describes an isolated molecule of C7H11N in a non-equilibrium geometry. The level of theory is ωB97M-V/def2-TZVPD.

Atoms and positions in Å:
N -3.45 -0.64 0.17
C -0.79 1.21 -0.57
C 2.51 -0.42 0.21
C 3.81 -0.51 -0.17
C -1.17 -0.19 -0.21
C -2.23 -0.37 0.76
C 1.47 0.35 -0.35
C 0.18 0.42 0.26
H -1.40 2.01 -0.16
H -0.61 1.38 -1.62
H 0.16 0.50 1.35
H -3.86 0.16 -0.31
H -4.11 -0.96 0.87
H 4.17 0.03 -1.04
H 1.68 1.08 -1.12
H -1.15 -0.86 -1.09
H 4.51 -1.05 0.43
H 2.28 -1.08 1.03
H -2.01 -1.06 1.57

- Energy relative to the best compared isomer or geometry (same formula, charge and spin): 145.6 kcal per mole
- HOMO-LUMO gap: 4.165 eV
- Net charge: 0
- Strongest force on any atom: 1.98 eV/Å
- Highest occupied orbital energy: -0.2033 hartree

Mulliken population analysis, charges in e, atoms 1 to 4: number 1, N, carries -0.411; number 2, C, carries -0.703; number 3, C, carries 0.004; number 4, C, carries -0.875

[6]
This record from the OMol25 dataset describes a structure of composition C11H15GaNO7. The level of theory is ωB97M-V/def2-TZVPD.

Atoms and positions in Å:
Ga 4.92 -2.13 -0.49
O -5.01 0.48 1.55
O 2.58 -0.53 -2.22
O -3.31 1.91 1.81
O -3.37 0.50 0.05
O 2.53 1.62 -1.52
O 6.09 1.44 0.13
O 0.97 0.20 -0.82
N 4.47 -0.30 0.26
C -0.65 1.67 0.24
C 2.08 0.33 -1.59
C -3.84 1.05 1.20
C -6.21 -1.57 1.00
C -4.14 -0.69 -0.19
C -5.46 -0.38 0.48
C 1.54 2.40 -0.88
C 8.01 -2.52 0.21
C 6.84 -2.40 -0.07
C 5.30 0.54 0.19
C 0.81 1.38 -0.02
H 2.01 3.20 -0.31
H 1.36 1.22 0.91
H -6.24 -2.36 0.25
H 4.72 -2.10 -2.05
H -3.62 -1.54 0.26
H -4.23 -0.85 -1.26
H -6.09 0.23 -0.18
H -1.02 1.04 1.04
H 0.88 2.83 -1.64
H -0.79 2.71 0.54
H -5.73 -1.95 1.90
H 9.05 -2.41 0.30
H 4.01 -3.17 0.28
H -7.24 -1.31 1.26
H -1.23 1.46 -0.65

- HOMO-LUMO gap: 6.881 eV
- Net charge: -1
- Strongest force on any atom: 0.64 eV/Å
- Highest occupied orbital energy: -0.1815 hartree

Mulliken population analysis, charges in e, atoms 1 to 4: number 1, Ga, carries 0.140; number 2, O, carries -0.353; number 3, O, carries -0.487; number 4, O, carries -0.502